No. 1
Molecular formula: C3H6O2S
Method: DFT, the ωB97M-V functional and the def2-TZVPD basis

```
12
Properties=species:S:1:pos:R:3:forces:R:3
C -0.7982 1.1200 -1.2001 0.87 1.69 -1.32
C -1.3377 0.1585 -2.2349 -3.10 2.97 1.68
C 1.0756 0.2863 2.4275 0.80 1.03 -0.67
O -0.8429 2.3227 -1.3942 -0.14 -0.65 0.58
O -0.1876 0.5805 -0.1389 -2.72 -2.89 -2.34
S 0.8229 1.4440 1.0129 2.54 2.33 3.43
H -1.3306 0.6584 -3.1940 0.10 -0.14 -0.16
H -0.8311 -0.7210 -2.1695 0.95 -2.70 -0.09
H -2.4406 0.1311 -1.8676 1.63 -0.68 -0.94
H 2.0036 0.6228 3.0170 -0.89 -1.22 -1.33
H 0.9923 -0.6944 1.8813 0.48 0.59 1.41
H 0.2915 0.4773 3.1553 -0.52 -0.33 -0.25
```
Forces are in eV/Å.

Highest occupied orbital energy (spin up / spin down) (eV): -6.22 / -9.97
HOMO-LUMO gap (spin up / spin down) (eV): 6.94 / 7.90
2S+1: 3
LUMO level (spin up / spin down) (eV): 0.72 / -2.07
Largest force on an atom (eV/A): 4.865

***

No. 2
Molecular formula: C3H6O2S
Method: DFT, the ωB97M-V functional and the def2-TZVPD basis

```
12
Properties=species:S:1:pos:R:3:forces:R:3
C -2.4505 0.7609 -0.0918 -3.24 -1.35 -2.79
C -1.2956 0.7712 0.4572 -1.14 -1.02 -1.05
C 1.1339 -0.4950 0.1349 1.82 -0.29 -2.49
O 0.8958 -1.2979 -1.0304 0.04 -0.41 2.57
O 1.3801 -1.2645 1.2167 -0.88 -1.32 -0.09
S 2.1811 1.0106 -0.0393 0.52 -1.25 -0.11
H -3.2410 1.5008 0.1051 0.50 0.21 0.40
H -2.9355 0.0612 -0.8912 1.55 0.76 1.43
H -1.0401 1.4715 1.1485 1.64 1.62 2.07
H 0.9296 -0.9550 -1.9193 0.16 1.17 0.10
H 0.8998 -2.1543 1.1901 0.79 1.83 -0.37
H 3.5424 0.5906 -0.2804 -1.77 0.05 0.34
```
Forces are in eV/Å.

Highest occupied orbital energy (spin up / spin down) (eV): -7.15 / -9.53
HOMO-LUMO gap (spin up / spin down) (eV): 7.84 / 8.52
2S+1: 3
LUMO level (spin up / spin down) (eV): 0.69 / -1.01
Largest force on an atom (eV/A): 4.481

***

No. 3
Molecular formula: C3H6O3
Method: DFT, the ωB97M-V functional and the def2-TZVPD basis

```
12
Properties=species:S:1:pos:R:3:forces:R:3
O 1.8733 1.2965 0.1312 -0.27 -0.23 0.36
C 1.1283 0.5858 0.7702 0.24 0.15 -0.32
C 0.3540 -0.5211 0.0324 0.00 0.11 0.12
O 0.6534 -0.3708 -1.3318 0.13 -0.06 -0.07
C -1.1680 -0.4265 0.1773 0.09 -0.20 0.25
O -1.6231 0.7979 -0.3382 0.05 0.07 -0.21
H 1.0533 0.7428 1.8609 -0.28 -0.29 -0.12
H 0.6873 -1.5092 0.3981 0.03 0.25 0.07
H 1.3526 0.3124 -1.3511 -0.09 -0.13 -0.20
H -1.6148 -1.2811 -0.3580 0.15 0.17 0.11
H -1.4820 -0.4911 1.2242 0.11 0.05 -0.09
H -1.2143 0.8643 -1.2152 -0.14 0.11 0.11
```
Forces are in eV/Å.

Highest occupied orbital energy (eV): -10.50
HOMO-LUMO gap (eV): 11.17
2S+1: 1
SMILES: O=C[C@H](O)CO
LUMO level (eV): 0.67
Largest force on an atom (eV/A): 0.508

***

No. 4
Molecular formula: C3H6O3
Method: DFT, the ωB97M-V functional and the def2-TZVPD basis

```
12
Properties=species:S:1:pos:R:3:forces:R:3
C -0.5799 -1.1413 0.5303 -0.05 -0.07 -0.06
C 0.5666 -0.4048 -0.1038 0.13 -0.27 -0.39
O 0.9854 -0.5995 -1.2202 -0.21 0.03 0.53
C 1.2613 0.6357 0.7995 0.52 0.35 -0.11
O 2.1933 1.2892 0.4120 -0.53 -0.28 0.23
H -1.1135 -1.7220 -0.2235 0.09 0.05 0.11
H -1.2614 -0.4321 1.0096 0.10 -0.09 -0.04
H -0.1969 -1.8197 1.3031 -0.04 0.10 -0.08
H 0.8646 0.7310 1.8329 0.03 0.02 -0.13
O -1.2794 1.3389 -1.1513 0.04 -0.01 -0.25
H -1.7104 0.6547 -1.6807 0.02 0.13 0.11
H -0.4728 1.5275 -1.6506 -0.11 0.05 0.09
```
Forces are in eV/Å.

Highest occupied orbital energy (eV): -9.81
HOMO-LUMO gap (eV): 9.40
2S+1: 1
SMILES: CC(=O)C=O.O
LUMO level (eV): -0.41
Largest force on an atom (eV/A): 0.640

***

No. 5
Molecular formula: C3H6O3
Method: DFT, the ωB97M-V functional and the def2-TZVPD basis

```
12
Properties=species:S:1:pos:R:3:forces:R:3
O -2.0134 -0.4474 0.4633 0.42 -0.17 0.30
C -0.8678 -0.6828 0.7785 -0.51 0.15 0.07
C 0.1995 0.3791 0.6033 0.06 -0.13 0.05
O -0.4067 1.6000 0.2769 -0.18 0.06 -0.08
C 1.0643 -0.0947 -0.5658 0.31 -0.01 0.08
O 0.2740 -0.7521 -1.5337 -0.22 0.10 -0.23
H -0.5667 -1.6706 1.1635 0.03 0.04 -0.06
H 0.7978 0.4843 1.5194 -0.06 -0.05 -0.11
H -1.3600 1.4184 0.2202 0.02 0.09 0.04
H 1.5653 0.7827 -0.9861 0.04 -0.03 0.06
H 1.8218 -0.8132 -0.2478 -0.06 0.02 0.06
H -0.5079 -0.2037 -1.6918 0.16 -0.08 -0.18
```
Forces are in eV/Å.

Highest occupied orbital energy (eV): -10.38
HOMO-LUMO gap (eV): 11.19
2S+1: 1
SMILES: O=C[C@H](O)CO
LUMO level (eV): 0.81
Largest force on an atom (eV/A): 0.544

***

No. 6
Molecular formula: C3H6O3
Method: DFT, the ωB97M-V functional and the def2-TZVPD basis

```
12
Properties=species:S:1:pos:R:3:forces:R:3
O -0.5524 1.1982 1.0234 0.03 0.15 0.16
C 0.3297 0.9793 -0.0405 0.33 0.30 0.15
C -0.2700 0.0699 -1.0807 0.95 -1.04 0.97
O -1.5188 -0.4315 -0.7466 0.16 -0.20 0.20
C 0.9117 -0.3707 0.0079 0.06 0.08 0.36
O 0.4395 -1.2536 0.9572 -0.25 -0.04 0.39
H -0.3127 0.5106 1.6762 -0.26 0.28 -0.10
H 0.8968 1.8527 -0.3368 0.04 0.03 0.10
H 0.3406 -0.5606 -1.6962 -0.63 0.81 -2.12
H -1.8096 0.1330 0.0007 -0.06 -0.19 -0.34
H 1.9396 -0.5305 -0.3342 -0.56 -0.14 -0.11
H -0.3945 -1.5966 0.5698 0.19 -0.05 0.34
```
Forces are in eV/Å.

Highest occupied orbital energy (eV): -8.48
HOMO-LUMO gap (eV): 9.22
2S+1: 1
SMILES: O[C@H]1[C@@H](O)[C@H]1O
LUMO level (eV): 0.74
Largest force on an atom (eV/A): 2.356

***

No. 7
Molecular formula: C3H6O3
Method: DFT, the ωB97M-V functional and the def2-TZVPD basis

```
12
Properties=species:S:1:pos:R:3:forces:R:3
O -0.7409 -1.1100 -1.6725 0.36 -0.41 0.55
C -0.6786 -0.9974 -0.4689 -2.05 1.08 -0.63
C -0.5982 0.4378 0.1298 -0.12 -1.22 -0.35
O -0.4008 1.3357 -0.9192 0.02 0.02 -0.10
C 0.6044 0.3171 0.9954 1.90 -1.21 -0.71
O 1.5441 -0.5673 0.2089 -0.52 1.36 0.79
H -0.9836 -1.7979 0.2306 0.66 -0.15 -0.14
H -1.5229 0.6284 0.6863 -0.02 0.13 0.01
H -0.5558 0.8073 -1.7284 0.04 0.19 0.11
H 1.0826 1.2608 1.2132 0.09 0.27 0.08
H 0.4568 -0.2525 1.9099 -0.26 0.12 0.02
H 1.7931 -0.0620 -0.5852 -0.11 -0.18 0.35
```
Forces are in eV/Å.

Highest occupied orbital energy (eV): -10.37
HOMO-LUMO gap (eV): 11.22
2S+1: 1
SMILES: O=C[C@H](O)CO
LUMO level (eV): 0.85
Largest force on an atom (eV/A): 2.397

***

No. 8
Molecular formula: C3H6O3
Method: DFT, the ωB97M-V functional and the def2-TZVPD basis

```
12
Properties=species:S:1:pos:R:3:forces:R:3
C 2.1287 -0.2680 0.2303 0.38 -0.03 -0.04
O 0.7685 -0.3535 0.6453 0.02 0.00 0.01
C -0.1352 0.0621 -0.2401 0.20 0.18 -0.16
O 0.0807 0.3559 -1.3869 -0.25 -0.12 0.67
C -1.4289 0.1141 0.5786 -0.11 0.41 0.56
O -1.8302 1.1440 1.0560 0.42 -0.44 0.30
H 2.3135 -0.9338 -0.6153 0.02 0.09 0.11
H 2.3610 0.7622 -0.0525 0.02 -0.18 0.02
H 2.6968 -0.5693 1.1076 0.11 0.02 -0.18
H -1.8920 -0.8747 0.7714 0.05 0.18 0.12
H -2.4489 -0.0286 -1.2310 -0.39 0.01 -0.63
H -2.6140 0.5897 -0.8632 -0.48 -0.12 -0.78
```
Forces are in eV/Å.

Highest occupied orbital energy (eV): -10.06
HOMO-LUMO gap (eV): 10.79
2S+1: 1
SMILES: COC(=O)C=O.[H][H]
LUMO level (eV): 0.72
Largest force on an atom (eV/A): 0.923

***

No. 9
Molecular formula: C3H6O3
Method: DFT, the ωB97M-V functional and the def2-TZVPD basis

```
12
Properties=species:S:1:pos:R:3:forces:R:3
C 1.8560 -0.0237 -0.2424 0.04 -2.06 3.56
C 0.5139 -0.6145 -0.3944 -0.90 0.32 -2.55
O 0.0276 -1.3504 0.4187 -0.53 -0.64 0.24
H 2.1615 0.4013 -1.0913 1.43 1.49 -3.42
H 1.6119 0.7885 0.4292 0.33 0.45 0.53
H 2.6629 -0.6955 0.2346 -1.54 0.97 -0.70
H -0.1087 -0.2809 -1.3956 1.29 -0.68 2.25
O -1.8004 1.0139 0.0404 -0.83 0.59 0.73
C -2.7497 0.2577 -0.0276 4.59 -1.00 -1.24
O -2.5581 -1.0501 -0.1255 0.39 -1.42 0.69
H -3.6957 0.5574 -0.3175 -2.46 0.55 0.07
H -1.5737 -1.3950 0.0754 -1.81 1.44 -0.16
```
Forces are in eV/Å.

Highest occupied orbital energy (eV): -10.33
HOMO-LUMO gap (eV): 11.20
2S+1: 1
SMILES: CC=O.O=CO
LUMO level (eV): 0.86
Largest force on an atom (eV/A): 4.863

***

No. 10
Molecular formula: C3H6O3S
Method: DFT, the ωB97M-V functional and the def2-TZVPD basis

```
13
Properties=species:S:1:pos:R:3:forces:R:3
C -1.3952 3.1952 1.1081 0.93 -0.86 -1.48
C 0.3371 -0.3884 -0.9791 0.02 0.06 -0.15
C -0.1340 -0.7747 0.3964 -0.51 0.64 0.18
O -0.9451 3.8511 0.2518 -0.51 -0.34 0.87
O -2.5682 0.2007 -0.0800 0.15 0.20 -0.21
O -1.8711 -0.0057 2.2930 0.28 0.23 0.01
S -1.5385 0.3734 0.9287 -0.05 -0.29 0.23
H -1.8562 3.4191 2.0678 -0.30 0.26 0.49
H -0.5256 -0.2080 -1.6173 0.03 0.00 -0.12
H 0.9494 0.5100 -0.9498 0.03 0.07 -0.05
H 0.9246 -1.1912 -1.4214 0.06 -0.02 0.01
H 0.6264 -0.7221 1.1696 -0.02 0.03 0.09
H -0.6260 -1.7466 0.4104 -0.10 0.03 0.13
```
Forces are in eV/Å.

Highest occupied orbital energy (spin up / spin down) (eV): -8.63 / -8.93
HOMO-LUMO gap (spin up / spin down) (eV): 7.10 / 8.50
2S+1: 1
LUMO level (spin up / spin down) (eV): -1.53 / -0.43
Largest force on an atom (eV/A): 1.949

***

ΔE to the lowest compared entry with this formula, charge and spin? In order: 0.0; 47.0; 31.1; 34.6; 32.9; 85.6; 39.5; 66.4; 35.6; 56.2 kcal per mole.